# 1
A 3-piece molecular cluster, C3H4N2O3 overall. Source: the Open Molecules 2025 dataset; level of theory: ωB97M-V with the def2-TZVPD basis set.

```
12
Properties=species:S:1:pos:R:3:nbo_charge:R:1
C -0.618 1.294 -0.003 0.576
C -0.334 -0.243 -0.158 -0.169
C -0.404 -1.043 1.028 0.341
H 0.631 3.245 -0.597 0.350
H 1.363 2.071 -1.221 0.402
H -1.305 -0.828 1.788 0.198
H 0.942 -2.187 -0.610 0.502
N -0.184 2.012 -1.042 -0.744
N 0.704 -0.301 -1.052 0.101
O -1.295 1.647 1.079 -0.553
O 0.420 -2.017 1.356 -0.580
O 1.232 -1.420 -1.172 -0.425
```

Results
E_tot (hartree): -451.604757
Orbital gap (hartree): 0.30179
Relative energy (zero: lowest compared OMol25 entry of this formula, charge and spin) (eV): 10.204

# 2
A 2-piece molecular cluster, C6H14N2O2 overall. Source: the Open Molecules 2025 dataset; level of theory: ωB97M-V with the def2-TZVPD basis set.

```
24
Properties=species:S:1:pos:R:3:nbo_charge:R:1
C -2.809 -0.369 0.255 -0.712
C -0.059 1.684 1.787 -0.417
C -1.756 0.691 0.410 0.680
O -1.602 1.623 -0.339 -0.599
N -0.929 0.496 1.524 -0.627
H -2.431 -0.917 -0.623 0.236
H -1.438 0.282 2.372 0.381
H 0.323 1.518 2.784 0.195
H -2.940 -1.073 1.174 0.220
H -3.772 0.043 -0.015 0.239
H 0.814 1.776 1.153 0.207
H -0.643 2.635 1.801 0.197
C 2.716 0.663 -0.499 -0.435
C 0.183 -2.020 -1.514 -0.713
C 1.304 -1.267 -0.863 0.663
O 1.832 -1.768 0.116 -0.631
N 1.629 0.018 -1.229 -0.618
H 1.365 0.291 -2.157 0.393
H 3.639 0.671 -1.104 0.201
H 0.333 -3.062 -1.367 0.244
H 2.241 1.672 -0.262 0.198
H 2.830 0.098 0.447 0.254
H -0.850 -1.927 -1.242 0.236
H 0.021 -1.756 -2.607 0.209
```

Results
E_tot (hartree): -497.001201
Orbital gap (hartree): 0.37955
Relative energy (zero: lowest compared OMol25 entry of this formula, charge and spin) (eV): 1.533

# 3
A 2-piece molecular cluster, C5H14N6O overall. Source: the Open Molecules 2025 dataset; level of theory: ωB97M-V with the def2-TZVPD basis set.

```
26
Properties=species:S:1:pos:R:3:nbo_charge:R:1
C 0.670 -2.164 1.152 -0.595
C 2.011 -1.441 1.080 -0.498
C 1.964 -0.307 0.068 0.668
C -1.892 0.934 0.282 0.233
C -3.187 -2.058 -0.972 -0.178
H -0.100 -1.517 1.588 0.224
H 0.774 -3.053 1.782 0.205
H 0.349 -2.480 0.155 0.218
H 2.269 -1.006 2.047 0.223
H 2.816 -2.143 0.814 0.202
H 4.020 -0.510 -0.089 0.372
H 3.974 1.731 -0.992 0.351
H 3.713 0.672 -2.244 0.353
H -0.333 2.462 1.384 0.337
H -0.898 3.790 0.655 0.351
H -1.440 0.479 1.169 0.167
H -3.019 0.347 -1.374 0.373
H -3.308 -3.111 -0.711 0.192
H -3.669 -1.662 -1.872 0.145
N 3.190 -0.045 -0.465 -0.474
N 3.361 1.008 -1.363 -0.635
N -1.200 2.916 1.088 -0.659
N -1.819 2.201 0.051 -0.330
N -2.450 0.030 -0.588 -0.436
N -2.517 -1.284 -0.205 -0.195
O 0.937 0.304 -0.201 -0.613
```

Results
E_tot (hartree): -602.587456
Orbital gap (hartree): 0.29505
Relative energy (zero: lowest compared OMol25 entry of this formula, charge and spin) (eV): 1.431

# 4
F6N4O15S6Sr as an isolated structure. Source: the Open Molecules 2025 dataset; level of theory: ωB97M-V with the def2-TZVPD basis set.

```
32
Properties=species:S:1:pos:R:3:nbo_charge:R:1
Sr 4.324 6.112 -9.308 1.838
N 6.807 7.845 -8.592 0.723
O 6.906 6.664 -9.027 -0.618
O 5.642 8.286 -8.439 -0.593
O 7.786 8.530 -8.387 -0.455
N 4.371 5.331 -11.650 -1.301
S 5.357 5.951 -12.825 2.494
O 4.663 6.499 -13.932 -0.912
O 6.578 5.279 -13.030 -0.888
F 5.666 7.239 -11.952 -0.503
S 3.562 4.224 -12.452 2.497
O 4.336 3.342 -13.261 -0.927
O 2.301 4.618 -12.965 -0.914
F 3.213 3.321 -11.189 -0.511
N 4.691 4.470 -7.553 -1.262
S 4.247 2.923 -7.320 2.473
O 3.257 2.704 -6.332 -0.912
O 5.311 1.997 -7.432 -0.911
F 3.439 2.741 -8.676 -0.507
S 5.346 4.733 -6.065 2.455
O 6.422 3.978 -5.526 -0.886
O 4.361 5.240 -5.178 -0.912
F 6.113 6.055 -6.490 -0.505
N 2.591 7.788 -9.094 -1.288
S 1.909 8.852 -10.054 2.486
O 2.699 9.997 -10.326 -0.906
O 0.496 8.955 -9.939 -0.921
F 2.081 8.027 -11.416 -0.514
S 2.227 8.501 -7.612 2.473
O 1.014 8.072 -7.022 -0.906
O 2.637 9.847 -7.483 -0.889
F 3.322 7.684 -6.820 -0.498
```

Results
E_tot (hartree): -4366.800906
Orbital gap (hartree): 0.33857
Net charge: -2
Relative energy (zero: lowest compared OMol25 entry of this formula, charge and spin) (eV): 0.000

# 5
C34H59CeClN2O2Si as an isolated structure. Source: the Open Molecules 2025 dataset; level of theory: ωB97M-V with the def2-TZVPD basis set.

```
100
Properties=species:S:1:pos:R:3:lowdin_spin:R:1
O -0.897 0.983 -3.851 0.000
O -1.198 -1.335 -4.696 0.000
C -1.757 2.079 -3.544 0.000
C -1.126 3.251 -2.818 0.000
H -2.575 1.655 -2.937 0.000
H -2.185 2.377 -4.512 0.000
H -0.749 2.994 -1.818 0.000
H -1.901 4.024 -2.715 0.000
H -0.321 3.694 -3.418 0.000
C 0.550 1.075 -3.743 0.000
C 1.146 1.572 -5.039 0.000
H 0.893 0.055 -3.493 0.000
H 0.866 1.682 -2.874 0.000
H 0.988 0.825 -5.827 0.000
H 2.234 1.720 -4.929 0.000
H 0.679 2.514 -5.330 0.000
C -0.564 -2.619 -4.868 0.000
C -1.975 -0.739 -5.762 0.000
C 0.927 -2.412 -4.922 0.000
H -0.972 -3.135 -5.757 0.000
H -0.831 -3.201 -3.968 0.000
H 1.210 -1.800 -5.786 0.000
H 1.425 -3.381 -5.004 0.000
H 1.304 -1.915 -4.015 0.000
C -1.280 -0.720 -7.092 0.000
H -2.147 0.290 -5.424 0.000
H -2.968 -1.222 -5.805 0.000
H -0.325 -0.183 -7.027 0.000
H -1.926 -0.195 -7.802 0.000
H -1.112 -1.741 -7.451 0.000
H -1.626 -0.785 -3.143 0.000
N 1.109 0.467 1.020 -0.003
C 1.661 0.040 2.184 0.000
C 1.656 -1.294 2.633 -0.001
C 1.298 -2.453 1.923 0.000
C 2.342 1.086 3.031 0.000
H 1.770 2.026 3.056 0.000
H 3.353 1.314 2.656 0.000
H 2.436 0.723 4.059 0.000
C 1.688 -3.827 2.381 0.000
H 2.346 -4.304 1.639 0.000
H 0.807 -4.473 2.514 0.000
H 2.225 -3.780 3.335 0.000
N 0.521 -2.397 0.821 -0.005
C 1.540 1.708 0.427 0.000
C 0.748 2.865 0.545 0.000
C -0.527 2.877 1.321 0.000
C 1.172 4.040 -0.083 0.000
H 0.543 4.930 -0.006 0.000
C 2.378 4.079 -0.778 0.000
H 2.697 5.006 -1.269 0.000
C 3.165 2.940 -0.873 0.000
H 4.112 2.945 -1.418 0.000
C 2.771 1.754 -0.256 0.000
C 3.651 0.541 -0.281 0.000
C 0.242 -3.525 -0.038 0.000
C -0.993 -4.198 0.087 0.000
C -1.950 -3.888 1.209 0.000
C -1.357 -5.116 -0.898 0.000
H -2.319 -5.629 -0.821 0.000
C -0.520 -5.369 -1.981 0.000
H -0.817 -6.078 -2.756 0.000
C 0.717 -4.709 -2.086 0.000
H 1.370 -4.911 -2.942 0.000
C 1.117 -3.791 -1.111 0.000
C 2.394 -3.010 -1.249 0.000
Ce -0.791 -0.709 0.136 1.014
H -1.393 2.675 0.678 0.000
H -0.681 3.880 1.737 0.000
H -0.537 2.174 2.162 0.000
H 3.096 -0.363 -0.579 0.000
H 4.122 0.347 0.698 0.000
H 4.458 0.704 -1.008 0.000
H -2.520 -4.793 1.476 0.000
H -2.713 -3.138 0.932 0.000
H -1.451 -3.533 2.121 0.000
H 2.848 -2.784 -0.276 0.000
H 2.238 -2.049 -1.767 0.000
H 3.133 -3.567 -1.845 0.000
H 2.065 -1.452 3.633 0.000
C -2.109 -1.269 -2.176 0.001
Si -3.788 -2.141 -2.558 0.000
H -1.394 -2.034 -1.814 0.000
H -2.378 -0.425 -1.488 0.000
C -4.819 -0.814 -3.434 0.000
C -4.702 -2.714 -0.995 0.000
C -3.590 -3.664 -3.653 0.000
H -4.522 -4.259 -3.691 0.000
H -2.787 -4.320 -3.278 0.000
H -3.343 -3.378 -4.690 0.000
H -5.109 -0.027 -2.719 0.000
H -5.736 -1.238 -3.877 0.000
H -4.233 -0.347 -4.244 0.000
H -4.654 -1.967 -0.193 0.000
H -4.295 -3.663 -0.615 0.000
H -5.771 -2.883 -1.223 0.000
Cl -2.028 -0.423 2.565 -0.002
C -2.861 0.046 1.033 -0.007
H -2.990 1.139 0.958 0.000
H -3.739 -0.581 0.861 0.000
```

Results
E_tot (hartree): -2815.518739
2S+1: 2
Orbital gap (alpha / beta) (hartree): 0.30413 / 0.30540
Net charge: +1
Relative energy (zero: lowest compared OMol25 entry of this formula, charge and spin) (eV): 2.041